No. 1
Molecular formula: C18H18BIIrN4S2
Method: DFT, wB97M-V/def2-TZVPD

total charge = +2
energy = -58191.257 eV
2S+1 = 2
HOMO energy (alpha / beta) = -13.958 / -14.010 eV

Each line ends with the Mulliken spin population.
Atoms and positions in Å:
Ir (-1.066, 0.297, -0.188)  0.511
I (-1.000, -0.024, -2.899)  0.006
C (-1.451, 2.041, -3.048)  0.015
C (-1.807, 2.533, -4.276)  0.024
C (-2.012, 3.911, -4.424)  -0.015
C (-1.812, 4.745, -3.354)  0.045
C (-1.421, 4.241, -2.095)  -0.028
C (-1.133, 5.106, -1.015)  0.127
C (-0.746, 4.615, 0.208)  -0.025
C (-0.695, 3.233, 0.420)  0.111
C (-0.973, 2.352, -0.604)  -0.001
C (-1.286, 2.835, -1.904)  -0.002
H (-1.928, 1.874, -5.125)  0.000
H (-2.309, 4.307, -5.384)  0.000
H (-1.938, 5.815, -3.461)  0.001
H (-1.218, 6.174, -1.173)  0.003
H (-0.508, 5.287, 1.020)  0.001
H (-0.460, 2.866, 1.412)  0.007
C (3.780, 0.397, 2.249)  0.000
N (2.456, 0.268, 2.842)  0.003
C (2.171, 0.406, 4.177)  -0.001
C (0.832, 0.248, 4.318)  -0.005
N (0.306, -0.017, 3.076)  0.007
B (-1.182, -0.142, 2.735)  -0.008
N (-1.612, -1.612, 2.549)  0.002
C (-1.403, -2.628, 3.452)  0.003
C (-2.064, -3.724, 3.007)  0.003
N (-2.672, -3.374, 1.828)  0.003
C (-3.496, -4.237, 0.994)  0.001
C (-2.388, -2.085, 1.563)  -0.006
S (-2.964, -1.276, 0.159)  0.132
C (1.310, 0.006, 2.186)  -0.004
S (1.233, -0.296, 0.492)  0.101
H (4.343, 1.149, 2.794)  -0.001
H (3.692, 0.694, 1.208)  0.002
H (4.316, -0.550, 2.299)  0.000
H (2.931, 0.603, 4.914)  0.000
H (0.216, 0.320, 5.198)  0.000
H (-1.302, 0.427, 1.605)  -0.016
H (-1.873, 0.426, 3.513)  0.001
H (-0.814, -2.493, 4.343)  0.000
H (-2.147, -4.709, 3.432)  0.000
H (-3.712, -5.151, 1.537)  0.000
H (-2.975, -4.481, 0.069)  0.000
H (-4.431, -3.742, 0.742)  -0.001



No. 2
Molecular formula: C24H35N3O7P2RhS2
Method: DFT, wB97M-V/def2-TZVPD

total charge = +1
energy = -87516.502 eV
HOMO energy = -10.878 eV

Each line ends with the Mulliken charge.
Atoms and positions in Å:
Rh (0.013, -0.864, -1.392)  0.074
C (-2.712, 4.061, 2.502)  -1.558
C (-2.720, 3.968, 0.967)  2.140
C (-1.333, 4.351, 0.454)  -2.092
C (-3.740, 4.965, 0.393)  -1.750
C (-3.121, 2.550, 0.565)  0.016
C (-4.417, 2.093, 0.877)  -0.426
C (-4.867, 0.854, 0.487)  -1.489
C (-3.988, 0.028, -0.206)  1.410
S (-4.262, -1.566, -0.831)  -0.365
C (-2.646, -1.633, -1.390)  1.024
N (-1.954, -0.553, -1.140)  0.061
C (-2.688, 0.423, -0.471)  -1.733
C (-2.257, 1.696, -0.096)  0.967
C (-1.986, -2.727, -2.074)  0.494
C (-2.589, -3.913, -2.473)  -0.753
C (-1.849, -4.847, -3.176)  -0.824
C (-0.523, -4.587, -3.488)  -0.679
C (0.087, -3.406, -3.075)  0.084
C (-0.637, -2.481, -2.343)  0.043
H (-2.411, 5.064, 2.812)  0.459
H (-1.999, 3.345, 2.919)  0.258
H (-3.696, 3.853, 2.928)  0.348
H (-1.093, 5.360, 0.793)  0.493
H (-1.293, 4.347, -0.638)  0.342
H (-0.553, 3.685, 0.825)  0.412
H (-3.416, 5.986, 0.606)  0.450
H (-4.734, 4.832, 0.822)  0.351
H (-3.818, 4.852, -0.691)  0.380
H (-5.087, 2.733, 1.436)  0.438
H (-5.878, 0.534, 0.707)  0.400
H (-1.243, 1.990, -0.334)  0.067
H (-3.637, -4.084, -2.244)  0.429
H (-2.300, -5.780, -3.488)  0.409
H (0.051, -5.318, -4.045)  0.437
H (1.127, -3.226, -3.313)  0.457
C (4.264, 1.765, -0.701)  -1.783
C (3.230, 1.221, -1.686)  1.173
O (3.541, 1.540, -3.046)  -0.673
P (3.226, -0.597, -1.678)  0.290
O (3.698, -1.027, -0.230)  -0.542
O (4.439, -1.052, -2.582)  -0.524
O (1.969, -1.311, -2.097)  -0.378
P (1.526, 1.731, -1.183)  0.732
O (0.649, 1.355, -2.516)  -0.525
O (1.438, 3.155, -0.833)  -0.805
O (1.117, 0.644, -0.206)  0.307
H (5.252, 1.355, -0.907)  0.400
H (3.979, 1.516, 0.322)  0.341
H (4.291, 2.852, -0.786)  0.427
H (3.537, 2.499, -3.145)  0.399
H (3.661, -1.989, -0.147)  0.295
H (4.437, -0.675, -3.476)  0.374
H (0.393, 2.136, -3.026)  0.359
C (3.307, -3.019, 2.030)  -1.433
N (1.972, -2.933, 1.427)  0.209
C (1.637, -3.992, 0.459)  -1.151
C (1.086, -1.963, 1.703)  0.406
S (-0.396, -1.858, 0.796)  -0.275
N (1.234, -1.127, 2.734)  0.244
C (1.848, -1.501, 4.018)  -1.318
C (0.443, 0.111, 2.817)  -1.043
H (4.004, -3.418, 1.291)  0.575
H (3.334, -3.695, 2.883)  0.345
H (3.654, -2.036, 2.327)  0.474
H (0.861, -4.648, 0.850)  0.335
H (2.532, -4.580, 0.267)  0.396
H (1.279, -3.570, -0.477)  0.426
H (1.981, -2.571, 4.093)  0.429
H (1.167, -1.195, 4.810)  0.440
H (2.799, -0.995, 4.174)  0.372
H (0.348, 0.566, 1.837)  0.131
H (0.979, 0.799, 3.469)  0.423
H (-0.548, -0.079, 3.232)  0.375



No. 3
Molecular formula: C5H11NO
Method: DFT, wB97M-V/def2-TZVPD

total charge = +1
energy = -8890.260 eV
2S+1 = 2
HOMO energy (alpha / beta) = -13.905 / -13.905 eV

Each line ends with the Mulliken spin population.
Atoms and positions in Å:
C (1.514, 0.474, -1.797)  0.020
N (0.045, 0.764, -1.915)  0.217
C (-0.686, 0.764, -0.686)  0.144
C (-0.123, 1.244, 0.505)  0.416
C (-2.829, 0.270, 0.584)  0.121
C (-2.046, 0.078, -0.528)  0.003
H (2.082, 1.264, -1.374)  0.002
H (1.868, 0.166, -2.816)  0.002
H (1.713, -0.297, -0.972)  -0.007
H (-0.427, 0.157, -2.501)  -0.004
H (0.844, 1.640, 0.349)  0.047
H (-0.823, 1.270, 1.452)  0.031
H (-2.812, 0.772, 1.516)  0.004
H (-3.793, -0.316, 0.373)  0.002
H (-2.440, -0.607, -1.304)  0.002
H (2.935, -2.924, 2.422)  0.000
H (2.094, -2.074, 3.347)  0.000
O (2.885, -2.644, 3.346)  0.000



For each record above, in turn, the calculated energy above the lowest of the compared OMol25 structures with the same formula, charge and spin values are 114.9, 0.0, 296.8 kJ/mol.